(1)
The molecule C6H9N, computed with ωB97M-V/def2-TZVPD.

```
! wB97M-V def2-TZVPD RIJCOSX def2/J DEFGRID3
* xyz 0 1
C 0.141 -1.202 2.673
C -0.371 -0.613 1.754
C -0.929 0.121 0.607
C 0.149 0.284 -0.461
C 0.463 -0.992 -1.237
C 1.161 1.342 -0.205
N 0.132 1.527 -1.230
H 0.591 -1.716 3.494
H -1.799 -0.418 0.210
H -1.269 1.113 0.925
H -0.043 -1.853 -0.795
H 1.529 -1.227 -1.298
H 0.074 -0.911 -2.259
H 1.038 2.027 0.631
H 2.203 1.174 -0.471
H 0.542 1.340 -2.141
*
```

Calculated values
Gap between HOMO and LUMO, eV: 10.5
E_LUMO, eV: 1.02

(2)
C42H59N3OP2PdSSe2SiTe as an isolated structure in a non-equilibrium geometry, computed with ωB97M-V/def2-TZVPD.

```
! wB97M-V def2-TZVPD RIJCOSX def2/J DEFGRID3
* xyz -2 1
Pd -0.420 -1.170 0.291
Se 5.940 -0.031 -0.299
P 5.014 0.287 1.572
C 5.862 1.747 2.239
C 7.172 1.585 2.689
C 7.945 2.689 2.984
C 7.429 3.966 2.802
C 6.140 4.128 2.313
C 5.355 3.025 2.030
C 5.391 -1.091 2.698
C 5.240 -2.357 2.136
C 5.429 -3.491 2.898
C 5.783 -3.375 4.235
C 5.972 -2.118 4.790
C 5.774 -0.980 4.033
C 3.240 0.451 1.490
C 2.093 0.148 2.279
N 1.042 0.245 1.446
N 1.495 0.543 0.237
N 2.792 0.658 0.238
P 1.596 0.236 3.996
Se -0.481 0.117 4.267
C 2.301 1.831 4.527
C 3.678 1.961 4.698
C 4.232 3.179 5.035
C 3.424 4.299 5.156
C 2.054 4.183 4.951
C 1.491 2.957 4.648
C 2.390 -1.062 5.007
C 2.938 -0.786 6.255
C 3.338 -1.824 7.077
C 3.174 -3.140 6.672
C 2.616 -3.417 5.433
C 2.212 -2.385 4.607
H 7.581 0.587 2.781
H 8.960 2.560 3.341
H 8.039 4.831 3.029
H 5.751 5.124 2.152
H 4.353 3.140 1.637
H 4.994 -2.424 1.083
H 5.294 -4.468 2.454
H 5.910 -4.258 4.846
H 6.260 -2.021 5.829
H 5.953 -0.009 4.477
H 4.299 1.090 4.561
H 5.300 3.260 5.191
H 3.859 5.258 5.405
H 1.427 5.060 5.036
H 0.423 2.847 4.504
H 3.051 0.244 6.573
H 3.771 -1.606 8.046
H 3.482 -3.944 7.327
H 2.493 -4.444 5.117
H 1.736 -2.599 3.658
C 1.314 3.581 -0.805
Te -0.052 2.939 0.735
C -1.154 4.823 0.553
H 0.745 3.887 -1.677
H 1.939 2.732 -1.052
H 1.931 4.408 -0.467
H -0.535 5.672 0.828
H -2.018 4.793 1.210
H -1.502 4.976 -0.465
C -3.503 1.388 1.325
S -2.582 -0.161 0.814
C -2.395 0.367 -0.955
O -3.670 -1.158 0.799
H -4.494 1.356 0.881
H -2.948 2.265 1.004
H -3.579 1.371 2.409
H -2.647 1.413 -1.103
H -3.046 -0.285 -1.529
H -1.336 0.164 -1.201
C -0.951 -5.357 -2.647
C -0.815 -3.850 -2.438
C -2.139 -3.164 -2.770
C 0.215 -3.333 -3.440
Si -0.290 -3.325 -0.587
C 1.668 -3.722 -0.370
C 2.478 -2.629 -1.072
C 2.198 -5.079 -0.832
C 1.926 -3.569 1.126
C -1.333 -4.421 0.762
C -0.884 -5.875 0.922
C -2.815 -4.420 0.391
C -1.236 -3.721 2.125
H -1.074 -5.591 -3.712
H -1.816 -5.757 -2.121
H -0.061 -5.867 -2.288
H -2.548 -3.536 -3.717
H -1.977 -2.092 -2.862
H -2.881 -3.318 -1.994
H -0.162 -3.436 -4.465
H 1.143 -3.896 -3.372
H 0.438 -2.283 -3.257
H 2.528 -2.785 -2.147
H 3.504 -2.602 -0.694
H 2.029 -1.650 -0.904
H 2.160 -5.164 -1.918
H 1.637 -5.908 -0.403
H 3.247 -5.195 -0.532
H 1.462 -2.633 1.459
H 2.994 -3.524 1.344
H 1.509 -4.399 1.694
H -1.025 -6.428 -0.005
H -1.461 -6.380 1.706
H 0.165 -5.938 1.199
H -2.998 -4.904 -0.567
H -3.186 -3.398 0.354
H -3.400 -4.954 1.148
H -0.296 -3.945 2.626
H -2.046 -4.043 2.788
H -1.316 -2.631 2.009
*
```

Calculated values
Gap between HOMO and LUMO, eV: 3.7
E_LUMO, eV: 3.63

(3)
C37H42FN3OP2S6SiTi as an isolated structure in a non-equilibrium geometry, computed with ωB97M-V/def2-TZVPD.

```
! wB97M-V def2-TZVPD RIJCOSX def2/J DEFGRID3
* xyz -2 1
Ti -1.196 -1.483 0.938
C -1.123 -4.682 3.110
Si -1.637 -4.847 1.334
C -3.424 -5.429 1.345
C -0.535 -6.218 0.660
N -1.460 -3.419 0.328
C -1.501 -3.556 -1.044
C -2.058 -4.626 -1.772
C -2.034 -4.674 -3.158
C -1.460 -3.659 -3.910
C -0.911 -2.572 -3.236
C -0.962 -2.565 -1.870
F -0.437 -1.478 -1.203
H -0.885 -5.699 3.436
H -1.903 -4.267 3.747
H -0.217 -4.079 3.189
H -3.498 -6.352 1.925
H -3.841 -5.610 0.355
H -4.039 -4.661 1.821
H -0.814 -7.167 1.128
H 0.483 -5.964 0.965
H -0.539 -6.355 -0.420
H -2.535 -5.429 -1.231
H -2.483 -5.526 -3.656
H -1.441 -3.701 -4.991
H -0.432 -1.749 -3.747
S -3.258 -0.593 -0.370
S -4.606 -0.199 1.171
S -4.333 -1.737 2.475
S -2.348 -1.456 3.107
C -0.586 0.638 -4.413
S -0.756 2.432 -4.357
C -1.711 2.652 -2.826
C -0.911 2.906 -1.556
C -0.202 1.623 -1.122
N 0.608 1.583 0.123
P -0.429 1.132 1.485
C 0.437 1.418 3.082
C -0.390 1.222 4.189
C 0.071 1.444 5.474
C 1.368 1.892 5.687
C 2.192 2.105 4.593
C 1.734 1.862 3.304
C -1.267 2.813 1.640
C -0.556 4.014 1.671
C -1.207 5.226 1.804
C -2.597 5.264 1.909
C -3.312 4.078 1.893
C -2.648 2.861 1.766
P 2.223 1.052 0.098
C 2.405 0.063 -1.446
C 2.422 -1.326 -1.301
C 2.552 -2.143 -2.418
C 2.685 -1.586 -3.681
C 2.687 -0.205 -3.836
C 2.549 0.611 -2.721
C 3.190 2.534 -0.446
C 2.649 3.728 -0.909
C 3.460 4.800 -1.259
C 4.839 4.691 -1.151
C 5.395 3.509 -0.678
C 4.577 2.448 -0.322
H -0.339 0.355 -5.436
H -1.528 0.160 -4.146
H 0.198 0.273 -3.751
H -2.342 1.768 -2.704
H -2.386 3.489 -3.009
H -1.615 3.254 -0.807
H -0.208 3.724 -1.731
H 0.444 1.306 -1.941
H -0.983 0.854 -1.043
H -1.403 0.861 4.043
H -0.588 1.255 6.313
H 1.734 2.057 6.693
H 3.210 2.448 4.736
H 2.416 2.023 2.484
H 0.524 3.997 1.568
H -0.636 6.147 1.824
H -3.110 6.214 2.006
H -4.392 4.090 1.975
H -3.216 1.937 1.745
H 2.311 -1.775 -0.324
H 2.533 -3.218 -2.287
H 2.776 -2.228 -4.549
H 2.789 0.241 -4.819
H 2.547 1.689 -2.850
H 1.577 3.828 -0.986
H 3.010 5.717 -1.620
H 5.474 5.525 -1.424
H 6.470 3.415 -0.576
H 5.019 1.536 0.065
O 1.533 -3.474 1.953
S 1.646 -1.963 2.297
N 0.493 -1.093 1.599
*
```

Calculated values
Gap between HOMO and LUMO (spin up / spin down), eV: 3.9 / 4.0
E_LUMO (spin up / spin down), eV: 3.88 / 3.88

Question: What is the formula in the first record?
Answer: C6H9N